{
  "formula": "C23H58ClIN2O13P",
  "method": "the ωB97M-V functional and the def2-TZVPD basis",
  "charge": 1,
  "max_force_ha_per_bohr": 0.070,
  "lumo_ha": -0.147,
  "homo_lumo_gap_ev": 7.38,
  "homo_ev": -11.4,
  "symbols": ["H", "H", "C", "H", "H", "H", "C", "O", "H", "C", "H", "H", "H", "C", "H", "C", "H", "O", "H", "H", "H", "O", "H", "H", "H", "P", "C", "H", "C", "H", "C", "H", "H", "H", "O", "H", "H", "O", "H", "H", "H", "O", "C", "H", "H", "H", "H", "O", "H", "C", "H", "H", "H", "H", "H", "H", "H", "I", "H", "C", "H", "H", "H", "O", "C", "H", "O", "H", "C", "H", "H", "O", "C", "C", "C", "H", "H", "C", "H", "O", "C", "H", "H", "C", "Cl", "C", "H", "H", "N", "O", "N", "C", "C", "H", "H", "O", "C", "H", "H"],
  "xyz": [[0.843, -2.040, 1.715], [1.077, -0.924, -5.244], [-1.586, 4.194, -1.540], [-4.267, -2.727, 2.904], [0.703, -0.158, 3.477], [-1.901, -2.015, -0.216], [-0.674, 4.078, -0.217], [-7.051, 0.286, 1.455], [4.466, -9.221, 0.953], [-0.069, 2.622, 0.012], [2.258, -1.708, -2.065], [-2.373, -1.641, 1.532], [-1.338, 4.448, 0.629], [2.876, 3.444, -2.307], [-1.491, 4.136, -3.733], [1.238, 1.311, 1.827], [-3.169, 5.402, -1.498], [-1.310, -4.436, -0.189], [0.623, 1.328, -5.136], [2.380, -2.099, 0.624], [0.225, 4.872, 2.316], [-2.261, 3.575, 2.810], [3.543, -0.497, 2.004], [-2.677, 3.202, 1.996], [1.690, 3.810, 0.600], [-0.672, 2.980, 2.938], [4.953, -8.649, 0.163], [-6.045, -2.791, 2.861], [2.813, -0.778, -2.203], [-5.209, -2.615, 4.422], [-2.469, -1.308, 0.458], [2.638, 7.856, 0.274], [3.578, -0.910, -2.970], [4.030, -1.108, -0.718], [3.427, -0.397, -0.971], [1.432, 6.686, -0.343], [-2.018, -5.618, -1.729], [3.444, 1.718, 0.903], [5.290, -6.780, -0.240], [-0.766, -4.431, -2.170], [2.322, -9.207, -0.916], [0.655, -0.615, -4.432], [1.974, -2.035, 1.688], [-0.823, 0.343, -5.512], [3.602, 0.953, 0.282], [-0.529, 6.072, -3.514], [2.103, -7.054, -0.151], [-5.248, -0.935, 3.218], [-6.966, 2.289, 1.930], [1.603, 0.296, 2.964], [-3.563, -1.364, 0.140], [-6.903, 1.892, 0.194], [-5.477, 1.591, 1.220], [2.295, 7.760, -1.469], [-0.313, -5.893, -1.262], [2.303, -3.015, 2.177], [3.469, 5.718, 0.112], [2.640, 1.479, 4.516], [6.004, -8.939, 0.102], [2.275, 3.075, -1.302], [-0.099, 3.224, -2.958], [-1.595, -5.085, 0.466], [-0.225, 2.018, -0.938], [1.331, -7.426, -0.599], [2.619, -0.850, 2.545], [-6.742, 0.043, 2.340], [-0.684, 2.085, 4.156], [2.990, -1.316, 3.520], [-0.213, 1.904, 1.427], [1.387, -9.100, 0.607], [-0.554, 0.939, -3.857], [0.358, 4.284, 3.100], [-6.570, 1.590, 1.188], [-1.874, 0.179, 0.205], [-0.065, 0.567, -4.758], [0.545, -9.289, -0.950], [0.122, 4.890, -0.352], [1.512, 2.819, 0.049], [3.501, 4.082, -2.997], [4.854, -7.263, 0.472], [-1.308, 0.716, 1.588], [-1.116, 0.092, -0.624], [-4.478, -0.568, 3.669], [-1.090, -5.140, -1.408], [-3.332, 1.224, -0.223], [2.383, 7.184, -0.549], [4.455, -8.848, -0.788], [-2.206, 1.098, 2.182], [0.094, 5.391, -3.057], [3.410, 6.214, -0.714], [2.108, 1.846, 1.006], [-5.185, -2.349, 3.362], [-0.726, 4.162, -2.880], [-2.443, 3.459, -1.550], [0.819, 5.197, -3.767], [-2.198, 5.521, -1.479], [1.404, -8.838, -0.454], [2.127, 0.008, -2.511], [-0.916, -0.173, 2.160]],
  "forces_ev_per_angstrom": [[1.21, 0.08, -0.26], [-0.10, -0.03, 0.19], [0.43, 0.84, 0.13], [-0.06, -0.19, 0.01], [0.98, 0.94, -0.79], [-0.60, 0.56, 1.01], [-1.10, 0.47, -0.55], [-0.19, 0.07, -0.03], [0.02, 0.14, -0.02], [2.45, 0.70, -0.28], [-0.06, 0.06, -0.13], [-0.10, 0.44, -1.18], [0.76, -0.66, -0.89], [-0.29, 0.67, 1.63], [0.85, -0.41, 1.13], [0.12, -0.05, -0.23], [0.86, 0.18, 0.02], [-0.05, 0.20, 0.24], [-0.16, 0.16, 0.00], [-0.90, 0.40, 1.38], [0.15, -0.21, 0.82], [2.58, -0.91, -1.57], [-1.12, 0.02, 0.82], [0.10, 0.45, 0.67], [-0.17, -1.15, -0.75], [-1.48, -0.14, 3.26], [0.19, 0.13, -0.20], [0.05, 0.14, 0.00], [-0.10, -0.05, -0.18], [-0.01, -0.18, -0.06], [-0.03, 0.21, -0.95], [-0.16, 0.12, -0.05], [-0.13, 0.02, -0.07], [-0.05, 0.18, -0.04], [0.39, 0.09, 0.69], [-0.15, 0.22, -0.09], [0.08, -0.02, -0.19], [0.30, -0.68, 0.70], [-0.07, -0.06, 0.19], [-0.07, 0.05, 0.12], [-0.12, -0.24, 0.04], [0.11, -0.08, 0.02], [0.48, -0.76, 0.38], [-0.08, 0.22, 0.05], [-0.27, 0.27, -0.18], [0.49, -0.20, 0.56], [-0.11, -0.05, -0.09], [0.26, 0.17, 0.10], [0.10, 0.23, -0.13], [0.53, 0.11, -0.62], [1.51, 0.15, 0.58], [-0.01, -0.07, 0.05], [-0.02, 0.25, 0.00], [0.03, -0.13, 0.05], [-0.05, -0.01, -0.21], [-0.56, 1.28, -0.67], [0.18, 0.11, -0.19], [-0.45, -0.24, -0.59], [-0.07, -0.20, -0.01], [-0.08, -0.40, 0.26], [-0.58, 1.08, 0.23], [0.09, 0.15, -0.11], [-0.40, 0.20, 1.59], [0.07, 0.21, 0.03], [0.04, -1.00, 0.01], [0.06, -0.12, -0.34], [0.77, 1.55, -2.45], [-0.57, 0.84, -1.25], [-0.36, -1.03, 0.98], [0.01, -0.23, -0.06], [0.04, -0.11, -0.01], [-1.84, -1.50, -1.63], [-0.12, -0.32, 0.37], [-0.67, -1.68, 1.55], [0.16, -0.15, -0.26], [0.04, 0.13, 0.02], [-0.84, -1.29, 0.10], [0.79, 2.92, -1.08], [-1.13, -1.42, 0.95], [-0.19, 0.24, -0.01], [-0.52, 0.14, -0.85], [-1.01, 0.61, 0.79], [-0.25, 0.03, -0.02], [0.02, -0.32, 0.13], [1.23, -0.10, -0.23], [0.12, -0.11, 0.28], [0.10, -0.23, 0.02], [1.25, -0.68, -0.76], [-0.26, -0.54, -0.54], [0.03, -0.16, -0.01], [-1.90, -0.63, -1.11], [0.11, 0.03, 0.13], [-1.24, -0.39, -0.55], [1.37, 0.32, -0.02], [-0.48, 0.07, 0.66], [-0.35, -1.01, 0.00], [0.16, 0.15, 0.12], [0.12, -0.06, 0.09], [-0.12, 1.19, -0.62]],
  "mulliken_charge": [0.1571, 0.2884, -0.2852, 0.1784, 0.5593, 0.2141, 0.3858, -0.5185, 0.2345, 0.9324, 0.3258, 0.1676, 0.4674, -0.3117, 0.3874, -1.7551, 0.3900, -0.4287, 0.2607, -0.0186, 0.4297, -0.5772, 0.2968, 0.3727, 0.2026, 1.0957, -0.5275, 0.2477, -0.6221, 0.2961, -1.0527, 0.3110, 0.3284, 0.2700, -0.5029, 0.0458, 0.2789, -0.3563, 0.2937, 0.1769, 0.1429, -0.4938, -0.6853, 0.4028, 0.4783, 0.2804, 0.2802, -0.3919, 0.3071, -0.8409, 0.4268, 0.2334, -0.2594, 0.2085, 0.0091, 0.3451, 0.2677, 0.1605, 0.3002, -1.0385, -0.1198, 0.2535, -0.2943, -0.4907, -0.1916, 0.3119, -0.6916, 0.5324, 2.3247, 0.2621, -0.0147, -0.5708, -0.0383, 0.9582, -0.4157, 0.2768, -1.0066, -0.4661, 0.4241, -0.5040, -1.6232, 0.1871, 0.2328, -0.2395, -0.1958, -0.4004, 0.2241, 0.3634, -0.5250, -0.4391, 1.3496, -0.5358, -0.3462, 0.4032, 0.2173, -0.5990, -0.5196, 0.1323, 0.0028]
}